Record 1
Below is a structure of composition C19H36BF9HfN2O5S, with properties calculated with the ωB97M-V functional and the def2-TZVPD basis.

* <S²>: 2.01
* DFT total energy: -70782.4025 eV
* LUMO (spin up / spin down): -0.0434 / -0.0650 hartree
* max |F|: 5.55 eV Å⁻¹
* spin multiplicity: 3
* HOMO energy (spin up / spin down): -9.8 / -10.7 eV

Cartesian coordinates (Å):
Hf 0.5861 -0.2628 1.3154
C 1.8585 3.3302 3.6797
F 0.8881 3.7010 4.5268
F 2.4657 4.5159 3.3813
F 2.7260 2.4486 4.2188
S 0.9911 2.6396 2.1257
O 0.0030 1.6657 2.6197
O 0.3439 3.6725 1.3518
O 1.8495 1.6937 1.3642
B 0.9061 -2.7616 0.7763
F 1.9592 -2.1054 1.2709
F 1.2264 -4.0411 0.4862
F -0.0704 -2.6125 1.6541
F 0.4178 -2.0040 -0.2677
F 1.0622 -0.6929 3.5604
F -0.6776 0.8676 -0.2809
C 3.1501 -1.8906 -3.2148
C 4.0708 -0.9988 -2.4294
C 5.2799 -0.6494 -3.3714
C 5.0296 0.5778 -4.2628
C 4.4865 1.7817 -3.4426
C 3.2383 1.4979 -2.6440
N 3.5100 0.2438 -1.7941
O 2.3730 -0.0557 -0.9309
C 3.2272 2.7332 -1.7122
C 1.9782 1.4745 -3.4655
C 4.6120 -1.9851 -1.3483
H 3.4999 -2.8740 -3.5289
H 2.6946 -1.3944 -4.0718
H 2.3554 -2.2010 -2.5365
H 6.1531 -0.5006 -2.7362
H 5.6480 -1.3959 -4.0752
H 4.3352 0.1158 -4.9647
H 5.8521 0.9423 -4.8782
H 4.3103 2.5052 -4.2385
H 5.2808 2.1499 -2.7933
H 4.1830 2.6798 -1.1908
H 3.2046 3.7408 -2.1272
H 2.5227 2.6834 -0.8819
H 1.6050 0.4692 -3.6609
H 1.1760 2.0341 -2.9845
H 2.0841 1.8548 -4.4815
H 5.1075 -2.8102 -1.8600
H 3.8182 -2.2873 -0.6651
H 5.3618 -1.4517 -0.7640
C -4.2707 1.5311 1.7482
C -4.3293 0.2885 2.6390
C -5.7779 -0.1258 2.7727
C -6.2520 -0.8899 1.5099
C -5.3500 -2.0451 1.1927
C -3.8887 -1.5309 0.9967
N -3.4440 -0.7608 2.1546
O -1.9675 -0.4970 2.2073
C -3.0464 -2.8777 0.9072
C -3.7116 -0.7044 -0.3783
C -3.8925 0.6286 4.1228
H -4.6544 1.2274 0.7742
H -3.2241 1.8234 1.6631
H -4.8355 2.4040 2.0756
H -6.0234 -0.6288 3.7080
H -6.4463 0.7339 2.7249
H -6.3626 -0.1817 0.6887
H -7.2658 -1.1990 1.7639
H -5.8309 -2.4286 0.2929
H -5.4513 -2.8040 1.9686
H -2.1542 -2.5671 0.3634
H -2.7044 -3.3901 1.8064
H -3.5298 -3.5378 0.1870
H -3.1980 -1.2680 -1.1573
H -4.6840 -0.3767 -0.7458
H -3.0820 0.1817 -0.2970
H -4.6095 1.3388 4.5344
H -2.8699 0.9167 4.3666
H -3.8268 -0.3047 4.6820

Record 2
Below is a structure of composition C19H36F9KO9PS3, with properties calculated with the ωB97M-V functional and the def2-TZVPD basis.

* total charge: -1
* energy above the lowest of the compared OMol25 structures with the same formula, charge and spin: 10.8 kcal per mole
* DFT total energy: -121294.9779 eV
* LUMO: 0.0448 hartree
* max |F|: 2.85 eV Å⁻¹
* HOMO energy: -6.1 eV

Cartesian coordinates (Å):
K -0.6629 3.9223 1.7066
C 5.4248 -0.5193 -2.9759
C 3.9463 -0.2170 -2.7109
C 3.3174 -1.2174 -1.7281
C 2.2879 -0.5509 -0.7915
P 1.0282 -1.7035 -0.0957
C -0.0818 -0.7609 0.9646
C 0.6396 -0.1711 2.1750
C -0.3039 0.5074 3.1938
C -1.2325 -0.4329 3.9475
C 0.0389 -2.3263 -1.4753
C -0.6885 -1.2869 -2.3350
C -1.3714 -2.0458 -3.4735
C -2.0401 -1.1560 -4.5450
C 1.7059 -3.1869 0.6954
C 0.7279 -3.9738 1.5738
C 1.5292 -4.7160 2.6481
C 1.6976 -3.9624 3.9600
H 5.5627 -1.4592 -3.5187
H 5.9874 -0.4825 -2.0455
H 5.8406 0.1895 -3.6955
H 3.3813 -0.1694 -3.6394
H 3.9862 0.7647 -2.2347
H 4.0819 -1.6310 -1.0631
H 2.9049 -2.1145 -2.1968
H 1.7365 0.2952 -1.2103
H 2.8016 -0.1185 0.0716
H -0.8209 -1.4828 1.3156
H -0.4857 -0.0286 0.2620
H 1.3925 0.5567 1.8646
H 1.2019 -0.8611 2.8147
H -0.9421 1.1610 2.6217
H 0.2194 1.0872 3.9552
H -0.8229 -1.0848 4.7353
H -1.5730 -1.2704 3.3226
H -2.0806 0.0305 4.4471
H -0.5921 -3.0448 -0.9384
H 0.7184 -2.9547 -2.0590
H -0.0035 -0.5022 -2.6519
H -1.5592 -0.8735 -1.8200
H -2.1418 -2.6913 -3.0413
H -0.6855 -2.7180 -3.9985
H -2.0749 -1.7585 -5.4504
H -1.4129 -0.2690 -4.6458
H -3.0399 -0.8106 -4.2901
H 2.5490 -2.7546 1.2475
H 2.1795 -3.8504 -0.0310
H 0.0819 -4.6611 1.0301
H 0.0470 -3.2776 2.0695
H 2.5124 -5.0105 2.2641
H 1.1231 -5.7222 2.7896
H 0.7635 -3.5042 4.2955
H 2.4536 -3.1749 3.9205
H 1.9853 -4.5679 4.8218
C -3.5462 -0.1259 0.0484
F -4.3621 -0.5992 -0.9451
F -4.2026 -0.3784 1.1798
F -2.4010 -0.8446 -0.0002
S -3.3453 1.7762 -0.3707
O -4.6716 2.1673 0.0715
O -2.2465 2.1364 0.5238
O -3.0822 1.8849 -1.7874
C 0.8502 2.0859 -2.2429
F 0.5401 1.4097 -1.0991
F 2.1769 1.8929 -2.4250
F 0.2054 1.4828 -3.2347
S 0.4855 3.9290 -2.1385
O -0.8633 4.0644 -2.6422
O 0.6281 4.2157 -0.7115
O 1.4830 4.5451 -2.9824
C -3.8621 6.7966 1.4672
F -4.8635 6.0391 1.0725
F -2.7902 6.5222 0.7301
F -4.2028 8.0649 1.2970
S -3.3724 6.4417 3.2879
O -4.5725 6.5786 4.1031
O -2.8985 5.0645 3.1484
O -2.3242 7.4113 3.5979

Record 3
Below is the ion C19H36N3O with charge +1, with properties calculated with the ωB97M-V functional and the def2-TZVPD basis.

* total charge: +1
* energy above the lowest of the compared OMol25 structures with the same formula, charge and spin: 3.8 kcal per mole
* SMILES: CCCC[C@@H](CC)C[NH2+]Cc1cccn1CCN1CCOCC1
* DFT total energy: -26799.1015 eV
* LUMO: -0.0816 hartree
* max |F|: 0.64 eV Å⁻¹
* HOMO energy: -11.6 eV

Cartesian coordinates (Å):
C -0.0953 -3.9028 -3.9419
C -0.1501 -2.4125 -4.2552
C 0.6458 -1.5595 -3.2652
C 0.0481 -1.6015 -1.8588
C 0.6210 -0.5648 -0.8803
C 2.1342 -0.7190 -0.6769
C 2.5228 -2.0338 -0.0103
C 0.2949 0.8663 -1.3395
N -0.1274 1.7690 -0.2326
C -1.6043 2.0180 -0.1940
C -2.3494 0.7448 -0.0344
C -2.9278 -0.0261 -1.0161
C -3.4434 -1.1788 -0.4011
C -3.1630 -1.0741 0.9325
N -2.4978 0.0894 1.1637
C -2.1805 0.5716 2.4820
C -0.7318 0.3133 2.9292
N 0.2363 1.2820 2.4136
C 1.6131 0.8251 2.6391
C 2.5866 1.9200 2.1429
O 1.8845 2.9134 1.4261
C 0.9972 3.6016 2.2821
C 0.1040 2.5999 3.0454
H -0.5945 -4.1279 -3.0031
H 0.9363 -4.2413 -3.8777
H -0.5889 -4.4675 -4.7282
H -1.1911 -2.0817 -4.2647
H 0.2568 -2.2481 -5.2546
H 0.6618 -0.5306 -3.6315
H 1.6741 -1.9221 -3.2455
H -1.0304 -1.4458 -1.9255
H 0.2012 -2.5927 -1.4352
H 0.1207 -0.7367 0.0792
H 2.6345 -0.6491 -1.6427
H 2.4943 0.1135 -0.0690
H 3.5842 -2.0354 0.2230
H 1.9696 -2.1866 0.9149
H 2.3246 -2.8766 -0.6650
H 1.1727 1.2997 -1.8195
H -0.5138 0.8387 -2.0701
H 0.3719 2.6582 -0.3179
H 0.1312 1.4152 0.7639
H -1.9066 2.4922 -1.1295
H -1.8004 2.7106 0.6270
H -2.9991 0.2249 -2.0562
H -3.9599 -1.9832 -0.8825
H -3.4033 -1.7408 1.7364
H -2.8342 0.0468 3.1827
H -2.4246 1.6346 2.5479
H -0.4337 -0.6786 2.5788
H -0.7071 0.3005 4.0276
H 1.7626 -0.1051 2.0902
H 1.7872 0.6229 3.7044
H 3.1166 2.3765 2.9872
H 3.3276 1.5142 1.4540
H 1.5584 4.2233 2.9905
H 0.4103 4.2619 1.6402
H -0.9327 2.9326 3.0199
H 0.4058 2.5417 4.1002

Record 4
Below is a structure of composition C19H36N4O7PdSi2Te, with properties calculated with the ωB97M-V functional and the def2-TZVPD basis.

* energy above the lowest of the compared OMol25 structures with the same formula, charge and spin: 18.7 kcal per mole
* <S²>: 2.01
* DFT total energy: -67104.5836 eV
* LUMO (spin up / spin down): -0.0068 / -0.0409 hartree
* max |F|: 1.01 eV Å⁻¹
* spin multiplicity: 3
* HOMO energy (spin up / spin down): -7.9 / -8.3 eV

Cartesian coordinates (Å):
Pd -0.5979 -0.9351 0.5629
O -0.7261 0.7254 4.2968
C -0.2275 0.4250 3.2218
O -0.8768 0.4553 2.1059
C 1.2548 0.0201 3.2390
C 1.9421 0.3987 4.3776
C 3.2821 0.0864 4.5547
C 3.9652 -0.6803 3.6330
C 3.2798 -1.1072 2.5189
C 1.9399 -0.7175 2.2225
O 1.4532 -1.0376 1.0750
N 3.9885 -2.0152 1.6174
O 3.3680 -2.9386 1.1135
O 5.1925 -1.8688 1.5038
N 3.9812 0.5395 5.7542
O 3.3651 1.2257 6.5471
O 5.1401 0.1900 5.9019
H 1.4065 0.9490 5.1371
H 4.9949 -0.9611 3.7887
N 0.1052 -2.6701 -0.8909
C -0.7043 -3.8099 -1.3556
C -1.2098 -4.6696 -0.2060
C -2.2232 -3.9763 0.7218
C -1.7159 -3.7048 2.1308
N -0.6728 -2.6656 2.1484
H 0.5822 -2.2549 -1.6847
H 0.8646 -2.9844 -0.2876
H -0.1241 -4.4336 -2.0420
H -1.5564 -3.4140 -1.9148
H -0.3498 -5.0350 0.3672
H -1.6669 -5.5560 -0.6481
H -3.1296 -4.5792 0.7990
H -2.5262 -3.0208 0.2822
H -1.3418 -4.6346 2.5715
H -2.5407 -3.3629 2.7552
H 0.2560 -3.0537 2.0224
H -0.6604 -2.1900 3.0453
C 3.1060 3.4337 -1.4904
Si 1.3682 3.7646 -2.0944
C 0.8880 5.5635 -1.9022
C 1.1947 3.2668 -3.8938
C 0.1966 2.7448 -1.0174
Te 0.3958 0.6466 -1.3413
C -1.1752 0.4829 -2.7874
Si -2.9610 0.6529 -2.1869
C -3.3817 2.4626 -1.9398
C -3.3405 -0.2633 -0.5853
C -4.0428 -0.0740 -3.5345
H 3.8542 3.8592 -2.1619
H 3.2985 2.3592 -1.4278
H 3.2674 3.8576 -0.4971
H 1.5469 6.2095 -2.4867
H 0.9430 5.8867 -0.8609
H -0.1340 5.7285 -2.2514
H 1.8983 3.8403 -4.5019
H 0.1914 3.4702 -4.2762
H 1.4145 2.2085 -4.0516
H -0.8527 2.9945 -1.1649
H 0.4244 2.8950 0.0407
H -1.0270 -0.4862 -3.2709
H -0.9743 1.2428 -3.5468
H -2.9739 2.8501 -1.0040
H -4.4667 2.5814 -1.8900
H -3.0180 3.0866 -2.7592
H -2.4939 -0.3914 0.1140
H -3.7786 -1.2454 -0.7701
H -4.0586 0.3182 -0.0021
H -3.8965 0.4367 -4.4887
H -5.0991 0.0131 -3.2696
H -3.8252 -1.1341 -3.6858

Number 2 is which compound? C19H36F9KO9PS3

Copy entry 4 word for word.
Below is a structure of composition C19H36N4O7PdSi2Te, with properties calculated with the ωB97M-V functional and the def2-TZVPD basis.

* energy above the lowest of the compared OMol25 structures with the same formula, charge and spin: 18.7 kcal per mole
* <S²>: 2.01
* DFT total energy: -67104.5836 eV
* LUMO (spin up / spin down): -0.0068 / -0.0409 hartree
* max |F|: 1.01 eV Å⁻¹
* spin multiplicity: 3
* HOMO energy (spin up / spin down): -7.9 / -8.3 eV

Cartesian coordinates (Å):
Pd -0.5979 -0.9351 0.5629
O -0.7261 0.7254 4.2968
C -0.2275 0.4250 3.2218
O -0.8768 0.4553 2.1059
C 1.2548 0.0201 3.2390
C 1.9421 0.3987 4.3776
C 3.2821 0.0864 4.5547
C 3.9652 -0.6803 3.6330
C 3.2798 -1.1072 2.5189
C 1.9399 -0.7175 2.2225
O 1.4532 -1.0376 1.0750
N 3.9885 -2.0152 1.6174
O 3.3680 -2.9386 1.1135
O 5.1925 -1.8688 1.5038
N 3.9812 0.5395 5.7542
O 3.3651 1.2257 6.5471
O 5.1401 0.1900 5.9019
H 1.4065 0.9490 5.1371
H 4.9949 -0.9611 3.7887
N 0.1052 -2.6701 -0.8909
C -0.7043 -3.8099 -1.3556
C -1.2098 -4.6696 -0.2060
C -2.2232 -3.9763 0.7218
C -1.7159 -3.7048 2.1308
N -0.6728 -2.6656 2.1484
H 0.5822 -2.2549 -1.6847
H 0.8646 -2.9844 -0.2876
H -0.1241 -4.4336 -2.0420
H -1.5564 -3.4140 -1.9148
H -0.3498 -5.0350 0.3672
H -1.6669 -5.5560 -0.6481
H -3.1296 -4.5792 0.7990
H -2.5262 -3.0208 0.2822
H -1.3418 -4.6346 2.5715
H -2.5407 -3.3629 2.7552
H 0.2560 -3.0537 2.0224
H -0.6604 -2.1900 3.0453
C 3.1060 3.4337 -1.4904
Si 1.3682 3.7646 -2.0944
C 0.8880 5.5635 -1.9022
C 1.1947 3.2668 -3.8938
C 0.1966 2.7448 -1.0174
Te 0.3958 0.6466 -1.3413
C -1.1752 0.4829 -2.7874
Si -2.9610 0.6529 -2.1869
C -3.3817 2.4626 -1.9398
C -3.3405 -0.2633 -0.5853
C -4.0428 -0.0740 -3.5345
H 3.8542 3.8592 -2.1619
H 3.2985 2.3592 -1.4278
H 3.2674 3.8576 -0.4971
H 1.5469 6.2095 -2.4867
H 0.9430 5.8867 -0.8609
H -0.1340 5.7285 -2.2514
H 1.8983 3.8403 -4.5019
H 0.1914 3.4702 -4.2762
H 1.4145 2.2085 -4.0516
H -0.8527 2.9945 -1.1649
H 0.4244 2.8950 0.0407
H -1.0270 -0.4862 -3.2709
H -0.9743 1.2428 -3.5468
H -2.9739 2.8501 -1.0040
H -4.4667 2.5814 -1.8900
H -3.0180 3.0866 -2.7592
H -2.4939 -0.3914 0.1140
H -3.7786 -1.2454 -0.7701
H -4.0586 0.3182 -0.0021
H -3.8965 0.4367 -4.4887
H -5.0991 0.0131 -3.2696
H -3.8252 -1.1341 -3.6858

Among the records above, which one has the highest DFT total energy? C19H36N3O